Molecular formula: C5H10O
Method: DFT, wB97M-V/def2-TZVPD

As for the highest occupied orbital energy: -0.3479 Eh. As for the electronic energy: -271.693536 Ha. The calculation puts the LUMO energy at 0.89 eV. As for the energy relative to the best compared isomer or geometry (same formula, charge and spin): 1.608 eV. The value obtained for the gap between HOMO and LUMO is 10.35 eV.

Last column: Mulliken charge in e.
Positions of all 16 atoms, in Å:
C -0.88243 -0.26832 -1.12699  -1.340
C 0.26650 -0.05002 -0.16497  1.238
C 1.60358 -0.78728 -0.38988  -1.455
C 0.29835 1.32810 0.43752  -0.842
C -0.42970 0.23615 1.18012  -0.254
O -1.85433 0.34020 1.26423  -0.589
H -0.97640 -1.33536 -1.34416  0.325
H -1.77831 0.02175 -0.56367  0.412
H -0.84967 0.33196 -2.03692  0.311
H 2.36001 -0.56312 0.37696  0.345
H 2.06813 -0.49023 -1.34692  0.326
H 1.50162 -1.87894 -0.43207  0.320
H 1.23206 1.66734 0.88632  0.277
H -0.23737 2.12183 -0.08119  0.240
H -0.02867 -0.14009 2.11080  0.354
H -2.28369 -0.52618 1.38385  0.333

Molecular formula: C5H6N
Method: DFT, wB97M-V/def2-TZVPD

As for the highest occupied orbital energy (spin up / spin down): -0.4218 / -0.5489 Eh. As for the electronic energy: -248.256749 Ha. As for the net charge: +1. The calculation puts the LUMO energy (spin up / spin down) at -4.11 / -8.39 eV. The spin multiplicity is 3. As for the energy relative to the best compared isomer or geometry (same formula, charge and spin): 5.508 eV. The value obtained for the gap between HOMO and LUMO (spin up / spin down) is 7.37 / 6.54 eV.

Last column: Mulliken charge in e.
Positions of all 12 atoms, in Å:
C -1.26787 -0.28558 0.29850  0.551
C -2.46740 0.08079 0.26841  -0.591
C 1.69743 1.39681 -0.18715  -0.604
C 1.11288 -1.35432 -0.35812  -0.180
C 1.32133 0.05920 -0.13252  0.286
N -0.04326 -0.51150 0.13345  -0.156
H -3.30007 0.70948 0.09404  0.381
H 2.73554 1.51586 -0.52885  0.267
H 1.03070 2.25965 0.05935  0.283
H 1.13380 -1.67447 -1.33449  0.291
H 1.30469 -1.96231 0.43218  0.281
H -3.25777 -0.23361 1.25520  0.192

Molecular formula: C4H5N3O
Method: DFT, wB97M-V/def2-TZVPD

As for the highest occupied orbital energy: -0.3371 Eh. As for the electronic energy: -394.884373 Ha. The calculation puts the LUMO energy at -0.71 eV. As for the energy relative to the best compared isomer or geometry (same formula, charge and spin): 2.264 eV. The value obtained for the gap between HOMO and LUMO is 8.46 eV.

Last column: Mulliken charge in e.
Positions of all 13 atoms, in Å:
C -0.76031 -0.18411 -0.03906  0.914
C -1.96632 0.37561 -0.15367  -0.909
C -0.48354 -1.60815 0.01101  -0.197
C 1.47583 -0.66662 -0.04921  0.377
H 1.07629 2.02233 0.92494  0.248
H 1.92324 1.64556 -0.39179  0.303
H -2.15119 1.43433 -0.01252  0.315
H -2.80262 -0.33501 -0.18514  0.258
H -1.24749 -2.37265 0.05153  0.405
N 0.96480 1.67626 -0.04565  -1.015
N 0.51510 0.34945 0.00289  0.461
N 0.77729 -1.93949 0.02684  -0.580
O 2.67890 -0.39751 -0.14017  -0.581

Molecular formula: C4H11N3
Method: DFT, wB97M-V/def2-TZVPD

As for the highest occupied orbital energy: -0.3150 Eh. As for the electronic energy: -323.129756 Ha. The calculation puts the LUMO energy at 0.92 eV. As for the energy relative to the best compared isomer or geometry (same formula, charge and spin): 4.811 eV. The value obtained for the gap between HOMO and LUMO is 9.49 eV.

Last column: Mulliken charge in e.
Positions of all 18 atoms, in Å:
C 1.11180 -0.95347 0.44910  -1.173
C -0.87225 -1.48974 -0.44160  0.003
N -1.53660 -2.27774 0.33945  -0.723
H -2.17221 -1.77740 0.96012  0.222
H -0.39568 -1.91179 -1.32639  0.448
H 1.17972 -2.03834 0.51120  0.448
H 1.72819 -0.61672 -0.39143  0.253
H 1.59830 -0.71382 1.39277  0.373
N 0.38925 1.76822 0.50853  -0.116
N 0.92717 2.29888 -0.68149  -0.662
C -0.15278 0.49178 0.57360  -0.267
C -1.06985 0.02656 -0.51424  -0.649
H 0.96585 2.02410 1.29971  0.296
H 1.51608 1.61878 -1.15640  0.275
H 0.16512 2.57223 -1.29237  0.279
H -0.52138 0.26789 1.57217  0.390
H -0.75167 0.40628 -1.48622  0.314
H -2.10907 0.30430 -0.31653  0.287

Number 4 is which compound?
C4H11N3

The highest electronic energy belongs to which entry?
C5H6N

Which of these has the lowest energy relative to the best compared isomer or geometry (same formula, charge and spin)?
C5H10O